Entry 1
{
  "formula": "C3H9N2S",
  "method": "ωB97M-V/def2-TZVPD",
  "elements": ["H", "C", "H", "H", "H", "C", "H", "N", "N", "H", "C", "H", "S", "H", "H"],
  "xyz": [[2.298, -0.708, 1.377], [1.665, -0.365, 0.525], [0.559, 0.575, -1.711], [-1.193, 1.260, 1.665], [-1.112, -0.664, 1.976], [0.359, 1.540, -0.970], [1.366, -0.988, -1.334], [1.527, -1.270, -0.406], [-1.575, 0.198, 0.046], [1.804, -2.196, -0.249], [-1.317, 0.162, 1.245], [-0.883, 1.594, -0.902], [1.277, 1.238, 0.539], [-1.733, -0.707, -0.367], [0.755, 2.396, -1.494]],
  "total_charge": 1,
  "lumo_ev": -4.71,
  "spin_multiplicity": 1,
  "gap_ha": 0.3295
}

***

Entry 2
{
  "formula": "C3H9N2S",
  "method": "ωB97M-V/def2-TZVPD",
  "elements": ["N", "H", "N", "H", "C", "H", "H", "C", "S", "H", "H", "C", "H", "H", "H"],
  "xyz": [[-0.545, 1.899, 0.864], [0.168, -1.725, -1.424], [0.413, -0.736, -1.582], [-1.315, 2.559, 0.981], [0.441, -0.107, -0.038], [-0.593, -0.025, -1.893], [1.514, 0.264, 0.167], [-0.551, 1.058, -0.106], [-1.662, 1.061, -1.338], [-0.737, -1.652, 0.740], [1.386, -0.599, -2.010], [0.206, -1.156, 0.914], [0.252, -0.912, 1.969], [0.991, -1.948, 1.043], [0.034, 2.018, 1.714]],
  "total_charge": 1,
  "lumo_ev": -3.92,
  "spin_multiplicity": 1,
  "gap_ha": 0.3734
}

***

Which of them is the most stable? Correct choice: entry 2.

***

Entry 1
{
  "formula": "C3H4F2O",
  "method": "ωB97M-V/def2-TZVPD",
  "elements": ["H", "H", "H", "F", "F", "C", "O", "H", "C", "C"],
  "xyz": [[1.161, -0.306, 0.177], [-1.847, 0.595, 0.310], [-0.526, -0.283, -1.876], [1.081, 1.481, -0.615], [0.130, -1.984, -1.092], [-0.433, -0.726, -0.860], [-0.867, 1.783, 1.610], [-1.476, -0.974, -0.442], [0.151, 0.253, -0.029], [-0.897, 0.947, 0.784]],
  "smiles": "O=C[C@H](F)CF",
  "lumo_ev": -0.88,
  "spin_multiplicity": 1,
  "gap_ha": 0.3741
}

***

Entry 2
{
  "formula": "C3H4F2O",
  "method": "ωB97M-V/def2-TZVPD",
  "elements": ["H", "C", "H", "F", "H", "O", "H", "C", "F", "C"],
  "xyz": [[1.049, -0.223, 0.609], [-0.584, -1.070, -0.604], [-0.147, -1.293, -1.616], [-1.578, -1.987, -0.280], [-0.346, 2.278, -0.811], [-0.412, 1.399, -1.220], [-0.542, -0.690, 1.374], [-0.798, 0.381, -0.438], [-2.441, 1.079, 0.523], [-0.051, -0.305, 0.584]],
  "lumo_ev": [-0.53, -0.53],
  "spin_multiplicity": 1,
  "gap_ha": [0.3890, 0.3890]
}

***

Which of them is the most stable? Correct choice: entry 1.

***

Entry 1
{
  "formula": "C3H4F2O",
  "method": "ωB97M-V/def2-TZVPD",
  "elements": ["H", "C", "H", "H", "C", "F", "H", "O", "F", "C"],
  "xyz": [[-0.779, 2.387, 0.906], [0.750, -1.684, -0.058], [-1.302, 0.688, 1.357], [0.696, -2.668, -0.572], [0.735, -0.534, -0.724], [0.942, -0.255, -2.029], [0.564, -1.448, 0.936], [0.570, 1.005, 0.283], [-1.465, 1.246, -0.599], [-0.712, 1.262, 0.501]],
  "lumo_ev": 0.49,
  "spin_multiplicity": 1,
  "gap_ha": 0.3993
}

***

Entry 2
{
  "formula": "C3H4F2O",
  "method": "ωB97M-V/def2-TZVPD",
  "elements": ["H", "F", "H", "O", "F", "H", "H", "C", "C", "C"],
  "xyz": [[-0.450, 1.906, 0.512], [1.787, -0.555, 0.572], [-0.604, 0.537, 1.737], [-1.420, 0.029, -0.141], [1.308, 0.892, -0.897], [-0.267, -1.046, -1.749], [-0.325, -1.720, -0.022], [-0.421, 0.731, 0.674], [0.723, 0.036, -0.035], [-0.332, -0.809, -0.652]],
  "lumo_ev": 0.99,
  "spin_multiplicity": 1,
  "gap_ha": 0.4240
}

***

Which of them is the most stable? Correct choice: entry 2.